(1)
Here is a molecular structure, C36H36MnN4O3Sb2 from the OMol25 dataset. Energies are from the ωB97M-V functional and the def2-TZVPD basis.

Summary:
- frontier orbital gap (spin up / spin down) (eV) = 5.5 / 6.2
- lowest unoccupied orbital energy (spin up / spin down) (eV) = -7.67 / -7.28
- charge = +2
- 2S+1 = 4

Last column: Mulliken spin population.
Geometry (Å):
Mn1 0.6838 1.1956 0.1421  2.162
C1 -3.2047 -1.2455 0.9990  0.085
C2 -3.0575 0.1617 1.5671  0.005
C3 -2.3499 0.2270 2.9166  -0.012
Sb1 -0.1732 0.2442 2.7444  -0.100
C4 0.1252 2.3722 2.4005  0.016
C5 -0.8731 3.3383 2.4526  0.033
C6 -0.5846 4.6590 2.1602  -0.006
C7 0.7016 5.0372 1.8006  0.009
C8 1.7124 4.0942 1.7533  -0.001
C9 1.4329 2.7568 2.0419  -0.047
C10 0.5000 0.4801 4.8059  -0.033
C11 -0.0479 1.5112 5.5536  0.004
C12 0.4139 1.7330 6.8412  -0.003
C13 1.4180 0.9363 7.3683  0.001
C14 1.9500 -0.0989 6.6177  -0.002
C15 1.4940 -0.3301 5.3273  0.001
Sb2 -1.8622 -1.9410 -0.6267  0.618
C16 -2.6418 -1.0465 -2.4660  0.107
C17 -3.2524 0.1967 -2.4968  0.010
C18 -3.6718 0.7165 -3.7104  -0.002
C19 -3.4419 0.0235 -4.8868  0.017
C20 -2.8199 -1.2136 -4.8548  -0.002
C21 -2.4183 -1.7498 -3.6427  -0.023
C22 -2.6835 -3.9344 -0.8695  0.110
C23 -3.9884 -3.9763 -1.3198  0.014
C24 -4.5852 -5.2105 -1.5184  0.011
C25 -3.8695 -6.3739 -1.2901  -0.001
C26 -2.5598 -6.3108 -0.8441  0.001
C27 -1.9568 -5.0790 -0.6299  -0.023
H1 -4.1883 -1.3733 0.5474  0.016
H2 -3.0803 -2.0015 1.7722  0.001
H3 -4.0653 0.5620 1.7077  0.002
H4 -2.5457 0.8209 0.8528  -0.001
H5 -2.6392 1.1251 3.4643  -0.002
H6 -2.5985 -0.6342 3.5322  -0.004
H7 -1.8791 3.0667 2.7451  0.001
H8 -1.3631 5.4014 2.2377  0.001
H9 0.9213 6.0710 1.5847  0.000
H10 2.7310 4.3909 1.5446  0.000
H11 2.2710 2.0692 2.1888  -0.002
H12 -0.8264 2.1430 5.1440  0.000
H13 -0.0085 2.5354 7.4284  0.000
H14 1.7893 1.1249 8.3643  0.000
H15 2.7237 -0.7288 7.0303  0.000
H16 1.9089 -1.1421 4.7426  0.002
H17 -3.4245 0.7379 -1.5765  0.003
H18 -4.1882 1.6639 -3.7472  0.000
H19 -3.7587 0.4476 -5.8248  0.001
H20 -2.6489 -1.7659 -5.7665  0.000
H21 -1.9558 -2.7316 -3.6110  0.004
H22 -4.5408 -3.0682 -1.5186  0.002
H23 -5.6087 -5.2524 -1.8579  0.001
H24 -4.3345 -7.3329 -1.4635  0.000
H25 -1.9990 -7.2156 -0.6690  0.000
H26 -0.9339 -5.0184 -0.2823  0.001
C28 0.8932 0.0131 -3.5602  -0.004
C29 0.7943 0.5246 -2.1637  0.017
O1 1.3390 1.5833 -1.7868  -0.034
O2 0.1113 -0.0894 -1.2685  -0.113
H27 1.9358 -0.0209 -3.8743  0.000
H28 0.3827 0.7109 -4.2254  0.001
H29 0.4342 -0.9686 -3.6395  0.000
N1 4.3186 -0.3179 0.7042  0.013
C30 3.0173 -0.6377 0.7346  -0.016
O3 2.1527 0.2664 0.4836  0.060
C31 2.6229 -1.9603 1.0893  0.039
C32 1.2951 -2.3288 1.0398  0.039
N2 0.1641 -2.5941 1.0016  0.020
C33 3.5970 -2.8763 1.5270  0.002
N3 4.4271 -3.5798 1.8889  0.011
H30 5.0280 -1.0100 0.8865  -0.002
H31 4.6091 0.6008 0.4061  0.000
C34 -3.9423 3.6024 -0.5519  0.005
C35 -2.5186 3.9944 -0.9784  -0.002
C36 -1.5365 3.0226 -0.6312  0.083
N4 -0.7603 2.2470 -0.2506  -0.101
H32 -4.6022 4.4559 -0.6825  0.000
H33 -3.9734 3.3047 0.4921  0.000
H34 -4.3209 2.7831 -1.1571  0.000
H35 -2.2181 4.9266 -0.4873  0.003
H36 -2.4815 4.1691 -2.0585  0.003

---

(2)
Here is 2 unconnected molecules or ions with the total composition C7H14Cl from the OMol25 dataset. Energies are from the ωB97M-V functional and the def2-TZVPD basis.

Summary:
- frontier orbital gap (spin up / spin down) (eV) = 9.1 / 9.8
- lowest unoccupied orbital energy (spin up / spin down) (eV) = 0.65 / -0.08
- 2S+1 = 2

Last column: Mulliken spin population.
Geometry (Å):
Cl1 -1.8979 -1.0177 -2.2947  0.000
H1 -1.7680 -1.1645 -0.9877  0.000
C1 -2.9280 2.8137 1.3035  0.782
C2 -1.8753 2.4163 2.3847  0.025
C3 -3.1623 1.9603 3.2938  -0.003
C4 -4.0368 1.9997 2.0190  0.026
C5 -5.3348 2.9024 1.8699  0.048
C6 -4.5090 0.5337 1.6472  0.034
C7 -0.8391 1.2072 2.3088  0.068
H2 -2.7626 2.7302 0.1625  0.004
H3 -1.2785 3.3845 2.6987  0.039
H4 -3.0165 0.9247 3.7603  -0.001
H5 -3.3850 2.8549 3.9357  0.002
H6 -6.0731 2.6522 2.6353  0.009
H7 -4.9396 3.9245 1.9440  -0.017
H8 -5.7246 2.7481 0.8324  -0.004
H9 -5.3151 0.1714 2.3450  0.005
H10 -4.9264 0.4096 0.6276  0.003
H11 -3.7076 -0.2047 1.7218  -0.011
H12 -1.0967 0.3903 3.0184  -0.001
H13 -0.6664 0.7558 1.3582  -0.006
H14 0.1472 1.5522 2.6884  -0.004

---

(3)
Here is a molecular structure, C11H40AsF6N2O9 from the OMol25 dataset. Energies are from the ωB97M-V functional and the def2-TZVPD basis.

Summary:
- frontier orbital gap (eV) = 9.4
- lowest unoccupied orbital energy (eV) = 2.31
- charge = -1

Last column: Mulliken charge in e.
Geometry (Å):
As1 0.1240 -0.5428 -0.6935  2.058
F1 0.6748 -0.3648 -2.3523  -0.523
F2 -1.4993 -0.4852 -1.3124  -0.487
F3 -0.3095 -0.5861 1.0072  -0.461
F4 1.8004 -0.7058 -0.1358  -0.615
F5 0.2076 1.2163 -0.5647  -0.473
F6 0.0205 -2.3494 -0.7545  -0.693
C1 -0.0298 -2.2656 -5.0321  -0.456
O1 -0.7943 -2.9500 -6.0248  -0.548
H1 -0.5860 -1.4546 -4.5729  0.112
H2 0.2500 -2.9806 -4.2536  0.262
H3 0.9092 -1.9229 -5.4725  0.354
H4 -0.3004 -3.6898 -6.3803  0.281
C2 -3.7366 -2.5012 -3.4372  -0.170
O2 -4.2813 -1.4389 -4.2223  -0.535
H5 -3.4694 -3.3831 -4.0325  0.287
H6 -2.7515 -2.1833 -3.0853  -0.092
H7 -4.4452 -2.7978 -2.6715  0.204
H8 -3.6694 -1.3270 -4.9556  0.303
C3 -2.9035 -3.3496 0.9086  -0.240
O3 -4.0687 -3.3698 0.1060  -0.514
H9 -2.8492 -2.5973 1.7008  0.034
H10 -2.8337 -4.2881 1.4650  0.381
H11 -1.9919 -3.1844 0.3314  0.015
H12 -4.4914 -4.2195 0.2268  0.320
C4 -2.3123 -0.1844 3.1016  -0.383
O4 -2.6613 1.0545 3.6875  -0.639
H13 -1.2262 -0.2831 3.1383  0.031
H14 -2.7576 -1.0083 3.6612  0.292
H15 -2.6643 -0.2305 2.0694  0.256
H16 -1.9503 1.7048 3.6035  0.352
C5 2.8003 -0.6210 2.6540  -0.218
O5 3.6743 -0.1165 1.6596  -0.579
H17 3.3980 -0.8796 3.5285  0.355
H18 2.0363 0.1135 2.9239  0.033
H19 2.3387 -1.5395 2.2897  0.040
H20 3.1915 -0.1656 0.8175  0.505
C6 -1.5240 4.2907 -0.8845  -0.608
O6 -1.4555 3.0018 -1.4518  -0.455
H21 -2.3968 4.7932 -1.3118  0.327
H22 -1.6359 4.3078 0.2010  0.228
H23 -0.7440 4.9994 -1.1892  0.245
H24 -0.7881 2.4836 -0.9609  0.384
C7 -0.0719 2.7712 2.4611  -0.295
O7 -0.9014 3.1817 3.5466  -0.630
H25 0.2840 1.7585 2.6461  0.053
H26 -0.5932 2.7555 1.5036  0.215
H27 0.7823 3.4503 2.4311  0.332
H28 -0.9788 4.1347 3.5989  0.308
C8 0.4616 -4.3627 2.0464  0.446
O8 0.6175 -5.3394 2.7926  -0.744
N1 0.7448 -4.4413 0.7013  -0.256
N2 0.1593 -3.1442 2.4352  -0.015
H29 1.0551 -5.2729 0.2407  0.165
H30 0.4977 -3.6306 0.1226  0.313
H31 0.2765 -2.8577 3.3916  0.250
H32 0.1563 -2.3638 1.7986  -0.102
C9 2.6047 3.3422 -1.1434  -0.774
C10 3.3846 4.1209 -0.0859  0.679
C11 4.6193 3.3840 0.4415  -1.168
O9 3.7328 5.3620 -0.7019  -0.566
H33 3.2944 2.9649 -1.8993  0.374
H34 1.7768 3.9278 -1.5331  0.227
H35 2.2296 2.4369 -0.6650  -0.047
H36 2.7378 4.3595 0.7678  0.065
H37 4.3329 2.4781 0.9811  0.213
H38 5.1873 3.9823 1.1570  0.358
H39 5.2632 3.0906 -0.3887  0.292
H40 4.0486 5.9120 0.0235  0.339

---

(4)
Here is a molecular structure, C19H28F9N2O4P3Ti from the OMol25 dataset. Energies are from the ωB97M-V functional and the def2-TZVPD basis.

Summary:
- frontier orbital gap (spin up / spin down) (eV) = 7.3 / 5.9
- lowest unoccupied orbital energy (spin up / spin down) (eV) = 2.46 / 0.64
- charge = -1
- 2S+1 = 4

Last column: Mulliken spin population.
Geometry (Å):
Ti1 0.5688 -1.3130 -0.0099  0.925
C1 -0.0381 -4.3373 2.9838  -0.008
C2 -0.4636 -3.4806 1.8283  0.069
O1 0.4245 -2.7976 1.2868  0.018
C3 -1.8241 -3.4729 1.4039  0.283
C4 -2.3359 -2.7117 0.3739  -0.101
C5 -3.7972 -2.8127 0.0507  0.008
N1 -1.5595 -1.8553 -0.3377  0.223
N2 -2.1994 -1.2280 -1.3026  0.344
C6 -1.3806 -0.3168 -1.8978  -0.035
O2 -0.2398 -0.0631 -1.4832  0.084
C7 -1.8933 0.3391 -3.1265  -0.007
C8 -1.0402 1.1850 -3.8282  0.014
C9 -1.4913 1.8430 -4.9597  -0.010
C10 -2.8011 1.6673 -5.3907  0.022
C11 -3.6544 0.8257 -4.6906  -0.013
C12 -3.2015 0.1587 -3.5600  0.034
H1 0.7035 -5.0572 2.6340  0.008
H2 0.4521 -3.6920 3.7138  0.006
H3 -0.8740 -4.8603 3.4433  -0.004
H4 -2.5108 -4.1103 1.9408  0.020
H5 -4.2780 -3.5370 0.7036  -0.001
H6 -4.2677 -1.8359 0.1747  -0.001
H7 -3.9393 -3.1013 -0.9913  -0.003
H8 -0.0339 1.3236 -3.4550  0.006
H9 -0.8253 2.5026 -5.5022  0.000
H10 -3.1565 2.1881 -6.2713  0.002
H11 -4.6757 0.6910 -5.0242  0.000
H12 -3.8541 -0.4967 -2.9997  0.006
C13 1.6582 3.5902 -2.2358  0.000
P1 1.5096 2.6768 -0.6339  0.005
C14 3.2593 2.8014 -0.0945  0.001
C15 0.8212 4.0158 0.4445  0.000
C16 -0.7097 4.2167 0.4385  0.000
P2 -1.7072 3.2507 -0.8009  0.005
C17 -2.3080 4.6243 -1.8792  0.000
C18 -3.2336 3.0045 0.1950  0.000
H13 2.1612 4.5557 -2.1219  0.000
H14 0.6704 3.7559 -2.6734  0.000
H15 2.2307 2.9780 -2.9367  0.000
H16 3.6556 3.8204 -0.1518  0.000
H17 3.8647 2.1401 -0.7167  0.000
H18 3.3479 2.4291 0.9264  0.000
H19 1.3336 4.9598 0.2300  0.000
H20 1.1334 3.7177 1.4482  0.000
H21 -0.9521 5.2741 0.2978  0.000
H22 -1.1127 3.9424 1.4149  0.000
H23 -2.7495 5.4462 -1.3076  0.000
H24 -3.0565 4.2286 -2.5699  0.000
H25 -1.4831 5.0160 -2.4787  0.000
H26 -3.5967 3.9345 0.6423  0.000
H27 -3.0160 2.2780 0.9791  0.000
H28 -4.0163 2.5879 -0.4429  0.001
F1 0.1090 1.2075 1.8855  0.010
C19 -0.4587 -0.0221 1.6323  0.045
F2 -0.5187 -0.6101 2.8828  0.007
F3 -1.7968 0.3105 1.3948  -0.002
O3 1.8352 -1.8492 -1.5641  0.530
O4 0.8346 -2.6815 -1.5604  0.512
F4 2.3550 -0.3770 0.7253  0.009
P3 3.7809 -1.0418 1.4476  -0.007
F5 2.8895 -1.3985 2.7327  0.001
F6 5.0933 -1.6620 2.1087  0.000
F7 4.5668 -0.6367 0.1095  0.000
F8 4.0712 0.4157 2.0533  0.000
F9 3.3703 -2.4517 0.7798  -0.005